Model a:
# C5H11O3

2 unconnected molecules or ions with the total composition C5H11O3 (the ωB97M-V functional and the def2-TZVPD basis, OMol25).

Summary:
Frontier orbital gap ... 8.02 eV
HOMO energy ... -4.00 eV
Multiplicity ... 1
Molar mass ... 119.1 u
Charge ... -1

Positions of all 19 atoms, in Å:
C  -0.902  -1.989  0.709
C  -0.821  -2.024  -0.922
O  0.232  -1.113  0.931
H  -1.787  -1.611  0.972
H  -0.620  -2.932  1.317
H  -0.717  -0.900  -1.060
H  -0.157  -0.177  0.793
H  -1.722  -2.289  -1.331
H  0.000  -2.793  -1.048
C  0.683  2.162  0.151
C  1.701  1.049  -0.083
C  -0.709  1.879  -0.273
O  -1.276  2.702  -0.994
O  -1.367  0.870  0.044
H  0.555  2.135  1.326
H  1.093  3.060  0.023
H  1.380  0.448  -1.054
H  1.673  0.334  0.823
H  2.758  1.187  -0.325

Computed natural (NBO) charges, given in elementary charges:
1 C -0.045
2 C -0.660
3 O -0.829
4 H 0.161
5 H 0.142
6 H 0.272
7 H 0.511
8 H 0.174
9 H 0.193
10 C -0.503
11 C -0.632
12 C 0.742
13 O -0.753
14 O -0.794
15 H 0.182
16 H 0.205
17 H 0.203
18 H 0.235
19 H 0.196

***

Model b:
# C5H11O3

2 unconnected molecules or ions with the total composition C5H11O3 (the ωB97M-V functional and the def2-TZVPD basis, OMol25).

Summary:
Frontier orbital gap ... 7.58 eV
HOMO energy ... -3.87 eV
Multiplicity ... 1
Molar mass ... 119.1 u
Charge ... -1

Positions of all 19 atoms, in Å:
O  -1.607  1.503  0.087
C  -0.804  1.649  1.051
O  -0.900  2.100  2.160
C  0.732  1.005  0.782
C  0.472  -0.264  -0.033
C  0.348  -1.532  0.884
C  1.672  -0.404  -1.057
H  1.162  0.998  1.763
H  1.197  1.741  0.175
H  -0.321  -0.396  -0.682
H  1.423  -1.990  1.057
H  -0.477  -2.212  0.594
H  0.295  -1.150  1.984
H  2.609  -0.127  -0.578
H  1.314  0.107  -1.939
H  1.633  -1.320  -1.584
H  -2.786  0.338  -0.816
H  -2.761  0.106  -2.374
O  -3.203  -0.152  -1.475

Computed natural (NBO) charges, given in elementary charges:
1 O -0.849
2 C 0.825
3 O -0.744
4 C -0.569
5 C -0.213
6 C -0.622
7 C -0.627
8 H 0.210
9 H 0.191
10 H 0.216
11 H 0.181
12 H 0.212
13 H 0.211
14 H 0.199
15 H 0.203
16 H 0.187
17 H 0.511
18 H 0.454
19 O -0.977

***

Quick look at relative energies in kcal/mol: model a 23.5; model b 0.0.

***

Model a:
# S2

A molecular structure, S2 (the ωB97M-V functional and the def2-TZVPD basis, OMol25).

Summary:
Frontier orbital gap ... 5.39 eV
HOMO energy ... -9.97 eV
Multiplicity ... 1
Molar mass ... 64.1 u
Charge ... 0

Positions of all 2 atoms, in Å:
S  0.000  0.000  1.406
S  0.000  0.000  -1.406

Computed natural (NBO) charges, given in elementary charges:
1 S 0.000
2 S 0.000

***

Model b:
# S2

A single S2 molecule (the ωB97M-V functional and the def2-TZVPD basis, OMol25).

Summary:
Frontier orbital gap ... 5.51 eV
HOMO energy ... -9.72 eV
Multiplicity ... 1
Molar mass ... 64.1 u
Charge ... 0

Positions of all 2 atoms, in Å:
S  0.192  -0.458  1.188
S  -0.192  0.458  -1.188

Computed natural (NBO) charges, given in elementary charges:
1 S 0.000
2 S 0.000

***

Model c:
# S2

A single S2 molecule (the ωB97M-V functional and the def2-TZVPD basis, OMol25).

Summary:
Frontier orbital gap ... 5.76 eV
HOMO energy ... -8.24 eV
Multiplicity ... 1
Molar mass ... 64.1 u
Charge ... 0

Positions of all 2 atoms, in Å:
S  -0.307  0.880  0.091
S  0.307  -0.880  -0.091

Computed natural (NBO) charges, given in elementary charges:
1 S 0.000
2 S 0.000

***

Model d:
# S2

2 unconnected molecules or ions with the total composition S2 (the ωB97M-V functional and the def2-TZVPD basis, OMol25).

Summary:
Frontier orbital gap ... 5.38 eV
HOMO energy ... -10.00 eV
Multiplicity ... 1
Molar mass ... 64.1 u
Charge ... 0

Positions of all 2 atoms, in Å:
S  1.097  0.798  0.428
S  -1.097  -0.798  -0.428

Computed natural (NBO) charges, given in elementary charges:
1 S 0.000
2 S 0.000

***

Quick look at relative energies in kcal/mol: model a 104.7; model b 75.3; model c 0.0; model d 108.7.

***

Model a:
# C5H14O

2 unconnected molecules or ions with the total composition C5H14O (the ωB97M-V functional and the def2-TZVPD basis, OMol25).

Summary:
Frontier orbital gap ... 11.51 eV
HOMO energy ... -10.64 eV
Multiplicity ... 1
Molar mass ... 90.2 u
Charge ... 0

Positions of all 20 atoms, in Å:
C  0.135  3.235  -0.067
C  0.322  2.175  0.997
C  0.058  0.698  0.542
C  0.339  0.417  -0.924
C  0.776  -1.057  -1.169
H  -0.578  3.058  -0.880
H  0.976  3.401  -0.749
H  -0.156  4.181  0.377
H  -0.411  2.376  1.781
H  1.316  2.226  1.448
H  0.757  0.086  1.112
H  -0.966  0.507  0.859
H  -0.498  0.650  -1.583
H  1.196  1.006  -1.244
H  0.196  -1.442  -2.017
H  1.839  -1.160  -1.267
H  0.281  -1.693  -0.430
O  -1.346  -4.544  0.516
H  -1.907  -4.197  1.220
H  -0.915  -5.290  0.946

Computed natural (NBO) charges, given in elementary charges:
1 C -0.629
2 C -0.396
3 C -0.392
4 C -0.406
5 C -0.620
6 H 0.209
7 H 0.206
8 H 0.210
9 H 0.196
10 H 0.198
11 H 0.198
12 H 0.198
13 H 0.200
14 H 0.194
15 H 0.210
16 H 0.209
17 H 0.212
18 O -0.932
19 H 0.466
20 H 0.466

***

Model b:
# C5H14O

2 unconnected molecules or ions with the total composition C5H14O (the ωB97M-V functional and the def2-TZVPD basis, OMol25).

Summary:
Frontier orbital gap ... 10.98 eV
HOMO energy ... -10.01 eV
Multiplicity ... 1
Molar mass ... 90.2 u
Charge ... 0

Positions of all 20 atoms, in Å:
C  -0.650  0.560  -0.521
C  -1.162  -0.775  -0.959
C  -2.199  -0.735  -2.078
O  0.060  -1.321  -1.626
H  -0.799  0.695  0.572
H  -1.034  1.324  -1.011
H  0.492  0.429  -0.445
H  -1.294  -1.441  -0.209
H  -2.191  0.211  -2.523
H  -2.080  -1.563  -2.799
H  -3.202  -0.769  -1.500
H  0.074  -2.232  -1.756
C  1.970  1.308  1.510
C  1.404  0.086  2.189
H  1.377  2.248  1.171
H  2.729  1.861  2.084
H  2.457  1.000  0.516
H  0.335  0.165  2.657
H  1.721  -0.831  1.631
H  1.993  -0.222  3.097

Computed natural (NBO) charges, given in elementary charges:
1 C -0.632
2 C 0.091
3 C -0.615
4 O -0.769
5 H 0.211
6 H 0.200
7 H 0.255
8 H 0.169
9 H 0.208
10 H 0.222
11 H 0.199
12 H 0.459
13 C -0.651
14 C -0.660
15 H 0.220
16 H 0.214
17 H 0.213
18 H 0.221
19 H 0.228
20 H 0.216

***

Quick look at relative energies in kcal/mol: model a 0.0; model b 38.2.

***

Model a:
# C5H14O

2 unconnected molecules or ions with the total composition C5H14O (the ωB97M-V functional and the def2-TZVPD basis, OMol25).

Summary:
Frontier orbital gap ... 11.40 eV
HOMO energy ... -10.53 eV
Multiplicity ... 1
Molar mass ... 90.2 u
Charge ... 0

Positions of all 20 atoms, in Å:
C  -0.113  1.552  1.472
C  -0.040  0.025  1.553
C  0.977  -0.607  0.608
C  0.762  -0.362  -0.837
C  0.229  -1.749  -1.562
H  -1.017  2.039  1.954
H  0.610  1.830  2.230
H  0.092  1.804  0.406
H  0.339  -0.253  2.608
H  -1.102  -0.458  1.468
H  1.988  -0.296  0.865
H  1.074  -1.715  0.723
H  0.139  0.498  -1.168
H  1.704  -0.032  -1.361
H  0.336  -1.638  -2.553
H  0.862  -2.651  -1.201
H  -0.716  -1.988  -1.255
O  -2.152  1.002  -1.554
H  -2.592  1.377  -0.882
H  -1.378  1.622  -1.513

Computed natural (NBO) charges, given in elementary charges:
1 C -0.637
2 C -0.388
3 C -0.428
4 C -0.397
5 C -0.571
6 H 0.215
7 H 0.217
8 H 0.200
9 H 0.197
10 H 0.198
11 H 0.203
12 H 0.213
13 H 0.192
14 H 0.197
15 H 0.197
16 H 0.184
17 H 0.202
18 O -0.904
19 H 0.454
20 H 0.456

***

Model b:
# C5H14O

2 unconnected molecules or ions with the total composition C5H14O (the ωB97M-V functional and the def2-TZVPD basis, OMol25).

Summary:
Frontier orbital gap ... 11.60 eV
HOMO energy ... -10.77 eV
Multiplicity ... 1
Molar mass ... 90.2 u
Charge ... 0

Positions of all 20 atoms, in Å:
C  -1.642  2.322  -0.222
C  -2.082  0.988  0.394
C  -1.183  0.400  1.552
C  0.311  0.156  1.219
C  0.507  -0.573  -0.132
H  -2.575  2.766  -0.554
H  -0.936  2.874  0.402
H  -1.070  2.237  -1.169
H  -3.115  0.979  0.778
H  -2.136  0.197  -0.356
H  -1.460  0.986  2.428
H  -1.734  -0.549  1.679
H  0.771  1.153  1.222
H  0.677  -0.366  2.106
H  1.084  0.031  -0.835
H  0.996  -1.552  -0.014
H  -0.462  -0.836  -0.529
O  3.562  -2.870  -2.154
H  2.662  -2.994  -2.506
H  3.739  -1.940  -2.300

Computed natural (NBO) charges, given in elementary charges:
1 C -0.639
2 C -0.394
3 C -0.388
4 C -0.413
5 C -0.624
6 H 0.219
7 H 0.211
8 H 0.205
9 H 0.200
10 H 0.189
11 H 0.204
12 H 0.191
13 H 0.198
14 H 0.212
15 H 0.210
16 H 0.215
17 H 0.205
18 O -0.935
19 H 0.468
20 H 0.467

***

Model c:
# C5H14O

2 unconnected molecules or ions with the total composition C5H14O (the ωB97M-V functional and the def2-TZVPD basis, OMol25).

Summary:
Frontier orbital gap ... 11.18 eV
HOMO energy ... -10.17 eV
Multiplicity ... 1
Molar mass ... 90.2 u
Charge ... 0

Positions of all 20 atoms, in Å:
C  -0.545  -0.140  2.088
C  -1.486  -0.087  0.890
C  -1.183  -1.162  -0.127
O  -2.838  -0.256  1.339
H  -0.963  0.246  3.013
H  0.424  0.308  1.865
H  -0.216  -1.177  2.274
H  -1.399  0.897  0.413
H  -0.523  -1.932  0.275
H  -2.000  -1.732  -0.569
H  -0.624  -0.751  -0.965
H  -2.942  0.188  2.183
C  1.623  1.104  -1.009
C  1.954  0.227  -2.209
H  0.612  1.508  -1.006
H  1.766  0.672  -0.012
H  2.261  2.002  -0.978
H  1.409  -0.713  -2.134
H  3.036  0.084  -2.207
H  1.634  0.713  -3.125

Computed natural (NBO) charges, given in elementary charges:
1 C -0.632
2 C 0.090
3 C -0.631
4 O -0.721
5 H 0.206
6 H 0.215
7 H 0.208
8 H 0.155
9 H 0.203
10 H 0.235
11 H 0.210
12 H 0.462
13 C -0.611
14 C -0.609
15 H 0.199
16 H 0.200
17 H 0.203
18 H 0.203
19 H 0.207
20 H 0.207

***

Quick look at relative energies in kcal/mol: model a 25.8; model b 3.5; model c 0.0.

***

Model a:
# C5H14O

2 unconnected molecules or ions with the total composition C5H14O (the ωB97M-V functional and the def2-TZVPD basis, OMol25).

Summary:
Frontier orbital gap ... 10.86 eV
HOMO energy ... -10.23 eV
Multiplicity ... 1
Molar mass ... 90.2 u
Charge ... 0

Positions of all 20 atoms, in Å:
C  0.540  -1.703  0.693
C  0.537  -0.470  1.692
C  0.371  0.961  0.938
C  -1.107  1.379  0.762
C  0.938  0.806  -0.579
H  -0.312  -1.838  -0.011
H  1.410  -1.881  0.106
H  0.211  -2.568  1.318
H  -0.348  -0.779  2.103
H  1.213  -0.479  2.543
H  1.003  1.704  1.399
H  -1.289  1.400  -0.318
H  -1.205  2.241  1.364
H  -1.689  0.542  1.222
H  2.099  0.557  -0.618
H  0.913  1.826  -1.112
H  0.423  0.048  -1.146
O  -0.956  -0.590  -2.706
H  -1.832  -1.012  -2.658
H  -0.622  -0.877  -3.577

Computed natural (NBO) charges, given in elementary charges:
1 C -0.624
2 C -0.402
3 C -0.201
4 C -0.626
5 C -0.631
6 H 0.211
7 H 0.206
8 H 0.203
9 H 0.191
10 H 0.209
11 H 0.195
12 H 0.221
13 H 0.215
14 H 0.199
15 H 0.192
16 H 0.203
17 H 0.232
18 O -0.939
19 H 0.472
20 H 0.474

***

Model b:
# C5H14O

2 unconnected molecules or ions with the total composition C5H14O (the ωB97M-V functional and the def2-TZVPD basis, OMol25).

Summary:
Frontier orbital gap ... 11.20 eV
HOMO energy ... -10.38 eV
Multiplicity ... 1
Molar mass ... 90.2 u
Charge ... 0

Positions of all 20 atoms, in Å:
C  1.714  0.417  -0.651
C  0.266  0.138  -0.327
C  0.045  -0.469  1.066
C  -0.375  -1.961  1.120
C  -1.607  -2.232  0.288
H  1.782  0.822  -1.659
H  2.079  1.277  -0.071
H  2.328  -0.422  -0.356
H  -0.443  0.951  -0.404
H  -0.084  -0.304  -1.269
H  1.009  -0.376  1.568
H  -0.751  0.045  1.590
H  0.457  -2.601  0.815
H  -0.497  -2.129  2.194
H  -2.479  -1.628  0.534
H  -1.314  -2.179  -0.752
H  -2.002  -3.245  0.384
O  0.021  3.445  -1.274
H  -0.768  3.856  -0.895
H  0.478  3.168  -0.469

Computed natural (NBO) charges, given in elementary charges:
1 C -0.608
2 C -0.437
3 C -0.390
4 C -0.387
5 C -0.620
6 H 0.221
7 H 0.184
8 H 0.209
9 H 0.212
10 H 0.208
11 H 0.201
12 H 0.196
13 H 0.194
14 H 0.196
15 H 0.204
16 H 0.208
17 H 0.209
18 O -0.929
19 H 0.465
20 H 0.466

***

Quick look at relative energies in kcal/mol: model a 22.2; model b 0.0.

***

Model a:
# C13H18Si

A single C13H18Si molecule (the ωB97M-V functional and the def2-TZVPD basis, OMol25).

Summary:
Frontier orbital gap ... 9.10 eV
HOMO energy ... -8.27 eV
Multiplicity ... 1
Molar mass ... 202.4 u
Charge ... 0

Positions of all 32 atoms, in Å:
C  3.390  -1.246  0.613
Si  2.186  0.168  -0.013
C  2.813  1.899  0.746
C  1.924  -0.109  -1.928
C  0.393  -0.276  0.673
C  -0.468  0.657  1.211
C  -2.041  0.625  1.369
C  -2.880  1.318  0.270
C  -2.349  1.243  -1.086
C  -2.202  -0.005  -1.495
C  -2.719  -1.023  -0.379
C  -1.491  -1.964  -0.116
C  -0.292  -1.563  0.309
C  -3.192  -0.137  0.781
H  3.003  -2.254  0.216
H  4.540  -1.022  0.188
H  3.267  -1.333  1.735
H  3.104  2.604  -0.044
H  2.002  2.383  1.325
H  3.724  1.735  1.527
H  1.127  0.432  -2.403
H  2.895  0.304  -2.406
H  1.720  -1.169  -1.945
H  -0.152  1.622  1.419
H  -2.405  1.131  2.311
H  -3.616  2.032  0.454
H  -1.947  2.037  -1.619
H  -1.715  -0.435  -2.354
H  -3.516  -1.546  -0.710
H  -1.547  -3.041  -0.489
H  0.322  -2.512  0.372
H  -3.877  -0.554  1.469

Computed natural (NBO) charges, given in elementary charges:
1 C -1.114
2 Si 1.574
3 C -1.082
4 C -1.076
5 C -0.464
6 C -0.117
7 C -0.256
8 C -0.232
9 C -0.227
10 C -0.142
11 C -0.295
12 C -0.169
13 C -0.232
14 C -0.220
15 H 0.236
16 H 0.241
17 H 0.244
18 H 0.236
19 H 0.237
20 H 0.246
21 H 0.239
22 H 0.234
23 H 0.241
24 H 0.184
25 H 0.222
26 H 0.218
27 H 0.214
28 H 0.210
29 H 0.209
30 H 0.210
31 H 0.198
32 H 0.235

***

Model b:
# C13H18Si

A single C13H18Si molecule (the ωB97M-V functional and the def2-TZVPD basis, OMol25).

Summary:
Frontier orbital gap ... 8.70 eV
HOMO energy ... -7.86 eV
Multiplicity ... 1
Molar mass ... 202.4 u
Charge ... 0

Positions of all 32 atoms, in Å:
C  0.357  -0.806  2.983
C  0.659  -0.175  1.637
C  0.057  -0.166  0.280
Si  -1.530  -0.962  -0.383
C  -1.787  -2.596  0.630
C  -1.571  -1.254  -2.150
C  -3.129  0.149  -0.037
C  0.980  0.730  -0.537
C  0.820  1.142  -1.872
C  1.710  2.031  -2.397
C  2.734  2.587  -1.583
C  2.916  2.132  -0.282
C  2.047  1.147  0.240
C  1.972  0.693  1.670
H  -0.070  -0.148  3.660
H  1.272  -1.262  3.326
H  -0.360  -1.658  2.941
H  -2.058  -2.320  1.629
H  -2.565  -3.290  0.154
H  -0.845  -3.327  0.756
H  -0.849  -1.960  -2.490
H  -2.568  -1.565  -2.427
H  -1.462  -0.319  -2.642
H  -3.551  0.189  -1.023
H  -3.724  -0.359  0.639
H  -2.731  1.096  0.460
H  0.156  0.564  -2.466
H  1.425  2.561  -3.321
H  3.498  3.170  -2.109
H  3.671  2.500  0.371
H  2.736  -0.055  1.995
H  1.790  1.530  2.347

Computed natural (NBO) charges, given in elementary charges:
1 C -0.666
2 C 0.139
3 C -0.505
4 Si 1.621
5 C -1.102
6 C -1.146
7 C -1.054
8 C -0.029
9 C -0.226
10 C -0.205
11 C -0.230
12 C -0.193
13 C -0.019
14 C -0.485
15 H 0.225
16 H 0.219
17 H 0.221
18 H 0.224
19 H 0.236
20 H 0.236
21 H 0.247
22 H 0.247
23 H 0.237
24 H 0.225
25 H 0.225
26 H 0.241
27 H 0.208
28 H 0.213
29 H 0.214
30 H 0.208
31 H 0.237
32 H 0.240

***

Quick look at relative energies in kcal/mol: model a 71.1; model b 0.0.